No. 1
C38H98N10O14 | ωB97M-V with the def2-TZVPD basis set

Summary:
SMILES: COCCNCCOC.COCCNCCOC.COCCNCCOC.COCCNCCOC.COCCNCCOC.COCCNCCOC.NC(N)=O.NC(N)=O
HOMO energy: -8.164 eV
maximum force: 3.53 eV/Å
gap between HOMO and LUMO: 8.64 eV

Element x y z (Å)
C1 -21.399 7.631 -18.681
O1 -20.681 6.841 -17.738
C2 -20.155 7.516 -16.634
C3 -19.199 6.515 -15.926
N1 -17.933 6.429 -16.668
C4 -17.094 5.298 -16.206
C5 -16.902 4.262 -17.322
O2 -16.068 4.914 -18.253
C6 -14.985 4.149 -18.701
H1 -20.734 8.299 -19.242
H2 -22.147 8.320 -18.287
H3 -21.743 6.888 -19.397
H4 -20.802 7.922 -15.848
H5 -19.509 8.334 -16.971
H6 -19.636 5.555 -15.635
H7 -19.067 7.034 -14.969
H8 -18.125 6.335 -17.656
H9 -17.399 4.891 -15.241
H10 -16.099 5.718 -16.039
H11 -17.875 4.019 -17.763
H12 -16.554 3.316 -16.895
H13 -14.272 3.892 -17.911
H14 -14.416 4.628 -19.498
H15 -15.377 3.221 -19.135
C7 -20.218 -5.730 -19.810
O3 -19.424 -6.561 -18.925
C8 -18.346 -5.889 -18.318
C9 -17.214 -5.652 -19.336
N2 -16.680 -6.926 -19.786
C10 -15.900 -6.787 -21.017
C11 -14.384 -6.570 -20.762
O4 -13.833 -5.807 -21.807
C12 -13.877 -6.347 -23.133
H16 -20.853 -5.186 -19.106
H17 -20.894 -6.307 -20.433
H18 -19.562 -5.058 -20.356
H19 -17.914 -6.376 -17.441
H20 -18.480 -4.909 -17.838
H21 -16.308 -5.139 -18.995
H22 -17.650 -5.089 -20.173
H23 -17.430 -7.601 -19.723
H24 -16.482 -6.143 -21.687
H25 -15.989 -7.727 -21.571
H26 -13.987 -7.595 -20.793
H27 -14.022 -6.196 -19.805
H28 -13.990 -5.476 -23.774
H29 -14.705 -7.030 -23.318
H30 -12.923 -6.861 -23.262
C13 -18.971 -0.539 -7.811
O5 -19.172 -0.969 -9.148
C14 -19.540 0.113 -10.007
C15 -18.239 0.717 -10.551
N3 -18.089 2.002 -9.880
C16 -16.919 2.742 -10.334
C17 -16.870 4.145 -9.760
O6 -16.505 4.123 -8.392
C18 -16.843 5.367 -7.755
H31 -18.835 -1.460 -7.251
H32 -19.770 0.115 -7.450
H33 -18.097 0.120 -7.761
H34 -20.237 0.822 -9.563
H35 -20.018 -0.274 -10.912
H36 -18.292 1.046 -11.598
H37 -17.348 0.078 -10.541
H38 -17.896 1.846 -8.893
H39 -17.082 2.851 -11.412
H40 -15.932 2.276 -10.221
H41 -17.866 4.564 -9.955
H42 -16.277 4.843 -10.362
H43 -16.776 5.249 -6.675
H44 -17.900 5.558 -7.951
H45 -16.175 6.149 -8.112
C19 -31.388 -0.635 -14.719
O7 -30.152 -0.541 -14.058
C20 -29.794 0.725 -13.577
C21 -28.283 0.808 -13.457
N4 -27.569 0.076 -14.508
C22 -26.157 -0.038 -14.100
C23 -25.370 -0.691 -15.247
O8 -25.615 -2.093 -15.315
C24 -25.089 -2.858 -14.250
H46 -31.410 0.120 -15.516
H47 -32.283 -0.519 -14.106
H48 -31.498 -1.511 -15.360
H49 -30.249 0.871 -12.592
H50 -30.144 1.503 -14.266
H51 -28.044 0.367 -12.476
H52 -27.886 1.822 -13.523
H53 -28.069 -0.808 -14.513
H54 -26.230 -0.714 -13.244
H55 -25.647 0.902 -13.893
H56 -24.289 -0.534 -15.332
H57 -25.719 -0.272 -16.192
H58 -25.442 -2.621 -13.240
H59 -24.012 -2.691 -14.163
H60 -25.375 -3.893 -14.419
C25 -8.416 -0.670 -14.670
O9 -8.068 -0.897 -16.029
C26 -9.099 -1.320 -16.899
C27 -10.029 -0.221 -17.372
N5 -11.099 -0.739 -18.211
C28 -12.032 0.256 -18.708
C29 -13.315 -0.524 -19.089
O10 -13.573 -1.654 -18.316
C30 -14.823 -2.294 -18.505
H61 -7.553 -0.129 -14.274
H62 -8.588 -1.580 -14.100
H63 -9.163 0.124 -14.588
H64 -9.675 -2.191 -16.566
H65 -8.585 -1.673 -17.795
H66 -9.470 0.499 -17.974
H67 -10.549 0.259 -16.530
H68 -11.507 -1.526 -17.726
H69 -11.641 0.661 -19.641
H70 -12.360 1.069 -18.052
H71 -13.294 -0.760 -20.158
H72 -14.116 0.207 -18.913
H73 -14.987 -3.056 -17.748
H74 -14.778 -2.900 -19.418
H75 -15.735 -1.705 -18.625
C31 -14.066 1.053 -15.987
O11 -15.433 0.984 -15.635
C32 -15.744 -0.121 -14.827
C33 -17.266 -0.354 -14.938
N6 -17.610 -1.620 -14.314
C34 -19.067 -1.838 -14.035
C35 -19.772 -2.096 -15.365
O12 -21.141 -2.295 -15.061
C36 -21.901 -2.637 -16.215
H76 -13.652 0.150 -16.442
H77 -13.578 1.181 -15.011
H78 -13.777 1.928 -16.566
H79 -15.453 0.037 -13.779
H80 -15.216 -1.068 -15.000
H81 -17.494 -0.408 -16.006
H82 -17.742 0.428 -14.347
H83 -17.155 -2.479 -14.612
H84 -19.484 -1.071 -13.387
H85 -18.990 -2.807 -13.540
H86 -19.234 -2.954 -15.790
H87 -19.525 -1.349 -16.128
H88 -21.498 -3.595 -16.561
H89 -22.097 -1.839 -16.929
H90 -22.870 -3.043 -15.913
C37 -15.591 -4.876 -15.043
O13 -16.490 -4.062 -14.849
N7 -14.446 -4.563 -15.752
N8 -15.684 -6.176 -14.762
H91 -14.403 -3.557 -15.826
H92 -13.608 -5.093 -15.599
H93 -16.516 -6.404 -14.235
H94 -14.901 -6.799 -14.710
C38 -14.433 -2.908 -12.125
O14 -13.950 -2.989 -13.252
N9 -15.700 -2.363 -11.938
N10 -13.867 -3.300 -10.980
H95 -16.237 -1.991 -12.715
H96 -16.026 -2.450 -10.994
H97 -14.180 -2.808 -10.163
H98 -12.934 -3.673 -11.006

Atomic partial charges in e from the Mulliken method, atoms 1 to 99: number 1, C, carries -0.804; number 2, O, carries -0.290; number 3, C, carries -0.674; number 4, C, carries -0.546; number 5, N, carries -0.321; number 6, C, carries -0.750; number 7, C, carries 0.040; number 8, O, carries -0.378; number 9, C, carries -0.740; number 10, H, carries 0.337; number 11, H, carries 0.308; number 12, H, carries 0.241; number 13, H, carries 0.443; number 14, H, carries 0.340; number 15, H, carries 0.396; number 16, H, carries 0.340; number 17, H, carries 0.248; number 18, H, carries 0.383; number 19, H, carries 0.278; number 20, H, carries 0.303; number 21, H, carries -0.013; number 22, H, carries 0.220; number 23, H, carries 0.338; number 24, H, carries 0.321; number 25, C, carries -0.454; number 26, O, carries -0.410; number 27, C, carries -0.371; number 28, C, carries -0.010; number 29, N, carries -0.399; number 30, C, carries -0.912; number 31, C, carries -0.406; number 32, O, carries -0.347; number 33, C, carries -0.721; number 34, H, carries 0.113; number 35, H, carries 0.240; number 36, H, carries 0.290; number 37, H, carries 0.352; number 38, H, carries 0.249; number 39, H, carries -0.002; number 40, H, carries 0.016; number 41, H, carries 0.300; number 42, H, carries 0.445; number 43, H, carries 0.507; number 44, H, carries 0.296; number 45, H, carries 0.388; number 46, H, carries 0.212; number 47, H, carries 0.340; number 48, H, carries 0.278; number 49, C, carries -0.687; number 50, O, carries -0.369; number 51, C, carries -0.544; number 52, C, carries -0.254; number 53, N, carries -0.278; number 54, C, carries -0.564; number 55, C, carries -0.829; number 56, O, carries -0.320; number 57, C, carries -0.738; number 58, H, carries 0.255; number 59, H, carries 0.321; number 60, H, carries 0.240; number 61, H, carries 0.401; number 62, H, carries 0.266; number 63, H, carries 0.145; number 64, H, carries 0.361; number 65, H, carries 0.203; number 66, H, carries 0.342; number 67, H, carries 0.361; number 68, H, carries 0.338; number 69, H, carries 0.500; number 70, H, carries 0.246; number 71, H, carries 0.340; number 72, H, carries 0.277; number 73, C, carries -0.843; number 74, O, carries -0.302; number 75, C, carries -0.487; number 76, C, carries -0.619; number 77, N, carries -0.393; number 78, C, carries -0.404; number 79, C, carries -0.557; number 80, O, carries -0.372; number 81, C, carries -0.523; number 82, H, carries 0.338; number 83, H, carries 0.293; number 84, H, carries 0.296; number 85, H, carries 0.320; number 86, H, carries 0.389; number 87, H, carries 0.296; number 88, H, carries 0.311; number 89, H, carries 0.277; number 90, H, carries 0.297; number 91, H, carries 0.425; number 92, H, carries 0.259; number 93, H, carries 0.366; number 94, H, carries 0.250; number 95, H, carries 0.140; number 96, H, carries 0.260; number 97, C, carries -0.702; number 98, O, carries -0.331; number 99, C, carries -0.503

No. 2
C22H16IPRhS4 | ωB97M-V with the def2-TZVPD basis set

Summary:
charge: +1
HOMO energy (spin up / spin down): -10.684 / -11.395 eV
<S²>: 6.022
2S+1: 5
maximum force: 1.05 eV/Å
gap between HOMO and LUMO (spin up / spin down): 7.42 / 6.09 eV

Element x y z (Å)
Rh1 1.449 -2.553 0.160
S1 0.397 -4.315 -0.974
S2 1.834 -5.564 -1.505
S3 3.768 -4.501 -1.526
S4 3.492 -2.622 -0.977
I1 1.243 -2.373 2.760
C1 0.254 -0.530 3.338
C2 0.221 -0.440 4.709
C3 -0.366 0.643 5.363
C4 -0.918 1.633 4.608
C5 -0.897 1.570 3.201
C6 -1.489 2.645 2.509
C7 -1.523 2.679 1.147
C8 -0.954 1.620 0.445
C9 -0.358 0.539 1.069
P1 0.259 -0.592 -0.251
C10 1.340 0.510 -1.210
C11 0.941 1.223 -2.336
C12 1.858 2.023 -2.994
C13 3.165 2.112 -2.544
C14 3.564 1.405 -1.420
C15 2.654 0.609 -0.753
C16 -1.191 -0.923 -1.275
C17 -0.941 -1.359 -2.577
C18 -1.994 -1.688 -3.406
C19 -3.296 -1.618 -2.931
C20 -3.543 -1.207 -1.631
C21 -2.496 -0.861 -0.796
C22 -0.300 0.466 2.492
H1 0.661 -1.228 5.298
H2 -0.374 0.676 6.439
H3 -1.384 2.491 5.066
H4 -1.917 3.445 3.091
H5 -1.973 3.497 0.608
H6 -0.983 1.643 -0.636
H7 -0.073 1.155 -2.708
H8 1.549 2.573 -3.869
H9 3.874 2.727 -3.074
H10 4.583 1.465 -1.072
H11 2.953 0.048 0.128
H12 0.081 -1.423 -2.930
H13 -1.803 -2.008 -4.418
H14 -4.118 -1.897 -3.572
H15 -4.556 -1.161 -1.262
H16 -2.694 -0.535 0.216

The net atomic charges from natural (NBO), expressed in e, are: number 1, Rh, carries 0.311; number 2, S, carries -0.097; number 3, S, carries 0.129; number 4, S, carries 0.134; number 5, S, carries -0.113; number 6, I, carries 0.307; number 7, C, carries -0.081; number 8, C, carries -0.228; number 9, C, carries -0.206; number 10, C, carries -0.157; number 11, C, carries 0.028; number 12, C, carries -0.146; number 13, C, carries -0.215; number 14, C, carries -0.157; number 15, C, carries -0.333; number 16, P, carries 0.981; number 17, C, carries -0.282; number 18, C, carries -0.226; number 19, C, carries -0.197; number 20, C, carries -0.183; number 21, C, carries -0.187; number 22, C, carries -0.240; number 23, C, carries -0.415; number 24, C, carries -0.198; number 25, C, carries -0.202; number 26, C, carries -0.177; number 27, C, carries -0.218; number 28, C, carries -0.134; number 29, C, carries -0.128; number 30, H, carries 0.232; number 31, H, carries 0.238; number 32, H, carries 0.226; number 33, H, carries 0.225; number 34, H, carries 0.234; number 35, H, carries 0.224; number 36, H, carries 0.225; number 37, H, carries 0.228; number 38, H, carries 0.229; number 39, H, carries 0.227; number 40, H, carries 0.212; number 41, H, carries 0.227; number 42, H, carries 0.229; number 43, H, carries 0.229; number 44, H, carries 0.228; number 45, H, carries 0.217

No. 3
C6H8O2 | ωB97M-V with the def2-TZVPD basis set

Summary:
SMILES: O[C@@H]1[C@H]2C=C[C@]1(O)C2
HOMO energy: -8.937 eV
maximum force: 7.90 eV/Å
gap between HOMO and LUMO: 9.50 eV

Element x y z (Å)
C1 1.050 0.281 -0.431
C2 0.046 1.291 0.309
C3 -0.205 0.047 1.391
C4 -0.080 -0.812 0.087
C5 -1.259 -0.325 -0.859
C6 -1.191 1.054 -0.631
H1 2.187 -1.167 0.533
H2 0.913 0.628 -1.569
H3 0.214 2.455 0.502
H4 -1.095 -0.023 1.757
H5 0.749 0.073 2.026
H6 0.112 -2.393 -0.878
H7 -2.101 -0.592 -1.485
H8 -2.001 1.812 -0.833
O1 2.414 -0.194 -0.073
O2 0.249 -2.133 0.152

The net atomic charges from natural (NBO), expressed in e, are: number 1, C, carries 0.087; number 2, C, carries -0.294; number 3, C, carries -0.375; number 4, C, carries 0.212; number 5, C, carries -0.300; number 6, C, carries -0.194; number 7, H, carries 0.482; number 8, H, carries 0.180; number 9, H, carries 0.235; number 10, H, carries 0.196; number 11, H, carries 0.224; number 12, H, carries 0.487; number 13, H, carries 0.243; number 14, H, carries 0.226; number 15, O, carries -0.722; number 16, O, carries -0.688

No. 4
CH4NOS | ωB97M-V with the def2-TZVPD basis set

Summary:
HOMO energy (spin up / spin down): -10.031 / -10.028 eV
<S²>: 0.753
2S+1: 2
maximum force: 0.82 eV/Å
gap between HOMO and LUMO (spin up / spin down): 10.65 / 6.94 eV

Element x y z (Å)
S1 0.691 1.568 -1.761
H1 -0.154 2.579 -2.023
C1 -0.381 -1.406 0.975
N1 0.218 -0.238 1.371
O1 -1.364 -1.891 1.476
H2 0.159 -1.952 0.180
H3 -0.435 0.407 1.792
H4 0.718 0.218 0.617

The net atomic charges from natural (NBO), expressed in e, are: number 1, S, carries -0.102; number 2, H, carries 0.107; number 3, C, carries 0.526; number 4, N, carries -0.821; number 5, O, carries -0.584; number 6, H, carries 0.100; number 7, H, carries 0.387; number 8, H, carries 0.386

Listing relative energy (zero: lowest compared OMol25 entry of this formula, charge and spin) for the structures above in their given order: 423.3 3.2 537.7 2.6 kJ/mol.